Entry 1:
29
Properties=species:S:1:pos:R:3:forces:R:3 method="wB97M-V/def2-TZVPD" homo_energy_ev=-13.30 max_force_ev_per_a=1.78 relative_energy_kcal_mol=34.8 multiplicity=1 homo_lumo_gap_ev=10.7 charge=+1
N -0.657751 -1.503010 -0.284171 0.455 0.677 1.582
C -0.887026 -0.332995 -1.222686 0.357 -0.689 0.315
C -2.173480 -0.499813 -2.043425 0.338 -0.684 0.167
O -1.875014 -0.939166 -3.357087 -0.204 0.397 0.311
C -0.712996 0.961800 -0.441629 0.660 -0.082 0.287
N 0.726372 1.212376 -0.221344 -0.570 -0.015 0.320
C 1.105639 1.881839 1.053395 -0.491 0.435 -0.131
C 1.906580 0.991303 1.978501 1.484 -0.807 -0.336
H 0.179381 -1.288432 0.288258 0.048 0.065 -0.412
H -1.376898 -1.572292 0.447681 -0.148 -0.307 -0.314
H -0.389667 -2.400560 -0.684005 -0.493 -0.025 -0.455
H 0.001338 -0.433275 -1.841071 -0.244 0.296 -0.611
H -2.784332 -1.295863 -1.611773 -0.024 0.046 0.049
H -2.771129 0.408040 -1.970944 0.012 0.164 -0.369
H -1.574910 -0.182601 -3.871067 -0.033 -0.042 -0.172
H -1.141850 1.748098 -1.027236 -0.412 0.550 -0.518
H -1.249427 1.002627 0.505123 -0.104 -0.356 0.096
H 1.008296 1.828024 -0.973967 0.220 -0.174 0.027
H 0.235507 2.248204 1.610351 -0.237 -0.033 -0.288
H 1.603867 2.801080 0.740291 0.470 -0.182 0.453
H 2.698008 1.473743 2.558203 -0.459 0.478 0.077
H 1.348366 0.375545 2.686928 -0.189 0.196 -0.058
H 2.498286 0.284407 1.377571 -0.325 0.047 -0.001
H 2.953773 -2.240807 -0.408163 -0.185 -0.123 0.079
H 2.237191 -1.020105 -0.965148 -0.041 -0.022 0.197
O 2.078991 -1.834515 -0.465608 0.228 0.191 -0.247
H -0.408428 -0.130051 2.378085 -0.226 -0.158 0.397
H -1.591796 -0.650259 3.238141 0.118 0.006 -0.018
O -0.986895 -0.893333 2.526784 -0.003 0.150 -0.425



Entry 2:
129
Properties=species:S:1:pos:R:3:forces:R:3 method="wB97M-V/def2-TZVPD" homo_energy_ev="-10.22 / -10.22" max_force_ev_per_a=1.54 relative_energy_kcal_mol=0.0 multiplicity=3 homo_lumo_gap_ev="3.0 / 2.1" charge=+2
W -0.834045 0.161151 -0.276238 0.796 -0.893 0.445
C -0.788399 -3.533235 -6.690985 0.001 0.017 -0.009
C -0.783693 -3.027522 -5.277815 0.011 -0.010 -0.027
C -1.282922 -3.804347 -4.229183 -0.018 -0.004 0.014
C -1.285031 -3.327835 -2.941398 0.020 -0.046 0.034
C -0.774120 -2.060961 -2.598437 -0.139 -0.048 -0.126
N -0.756000 -1.669599 -1.241855 0.044 0.352 0.004
C -0.535284 -2.779702 -0.383374 0.105 -0.119 0.162
C 0.559454 -3.628543 -0.566050 0.017 0.010 0.008
C 0.806115 -4.665629 0.309865 0.014 0.013 -0.054
C -0.011489 -4.899844 1.421031 0.013 -0.070 0.050
C 0.280348 -6.002988 2.398853 0.032 0.024 -0.001
C -1.106101 -4.067543 1.597644 -0.066 0.029 -0.006
C -1.371632 -3.049106 0.685459 0.034 0.016 0.044
N -2.534420 -2.249932 0.873519 -0.004 -0.031 -0.089
C -3.678114 -2.632825 1.464011 0.040 0.037 -0.013
C -4.446267 -1.507525 1.678363 0.006 0.053 -0.051
C -3.687057 -0.462453 1.174195 -0.082 0.043 0.090
N -2.520743 -0.906249 0.681019 -0.136 0.010 -0.157
C -0.304756 -1.286034 -3.648213 -0.033 0.033 -0.005
C -0.321418 -1.766277 -4.962844 -0.011 0.033 -0.003
N 0.147544 0.048823 -3.440853 -0.011 -0.101 0.004
C 0.725895 0.830501 -4.373293 -0.016 -0.015 0.052
C 0.795098 2.112933 -3.885690 -0.022 0.028 0.031
C 0.235285 2.033532 -2.621817 0.138 0.116 0.016
N -0.135603 0.780891 -2.327857 -0.178 0.030 0.034
H -0.388658 -4.545685 -6.741044 0.003 0.004 0.010
H -0.194116 -2.899644 -7.346860 -0.005 0.000 0.006
H -1.805686 -3.566187 -7.084804 0.000 -0.007 0.010
H -1.681565 -4.790767 -4.432037 0.009 0.007 0.007
H -1.677153 -3.957563 -2.153782 0.004 0.003 0.002
H 1.223277 -3.453512 -1.403436 0.006 0.002 -0.006
H 1.665091 -5.304141 0.142225 -0.008 0.006 0.003
H 1.175781 -6.552973 2.116733 -0.005 0.008 -0.005
H -0.547940 -6.710635 2.447811 -0.007 0.016 -0.003
H 0.425535 -5.607583 3.405738 -0.025 0.002 0.001
H -1.751376 -4.206373 2.457924 0.018 -0.002 0.007
H -3.862966 -3.670499 1.686863 0.006 0.000 0.017
H -5.421353 -1.457049 2.130419 0.006 0.006 0.009
H -3.944170 0.579716 1.139266 -0.014 -0.009 0.022
H 0.024125 -1.143747 -5.774797 -0.017 0.009 0.005
H 1.054019 0.435957 -5.316646 0.023 -0.013 0.016
H 1.197939 2.981670 -4.376990 -0.008 0.003 0.009
H 0.132248 2.820027 -1.902948 0.012 0.016 0.001
C -2.419303 2.772470 2.042537 0.082 -0.084 0.012
P -2.143944 2.413241 0.274556 -0.137 0.348 0.098
C -1.384613 3.970384 -0.282129 0.055 -0.037 -0.064
C -3.809994 2.495179 -0.432123 -0.032 -0.056 -0.013
C -4.695308 3.524157 -0.107032 0.021 0.006 0.030
C -5.978255 3.525654 -0.626194 -0.002 0.005 -0.008
C -6.389860 2.499266 -1.468538 -0.009 0.007 0.004
C -5.510137 1.487074 -1.811700 0.040 -0.044 -0.023
C -4.213613 1.485682 -1.297544 0.037 0.036 0.009
P -2.989478 0.268898 -1.853608 -0.255 -0.029 -0.205
C -2.808413 0.775730 -3.594381 0.073 0.005 0.015
C -3.924642 -1.282580 -1.993813 0.050 -0.026 0.045
H -2.749865 1.900193 2.601468 -0.009 0.002 -0.002
H -3.170566 3.557387 2.120268 0.003 -0.004 -0.039
H -1.497642 3.141509 2.487814 0.013 -0.019 -0.002
H -1.912791 4.793830 0.200966 -0.027 -0.030 0.004
H -1.490811 4.091236 -1.359016 0.013 -0.004 -0.011
H -0.334124 4.018323 -0.000439 -0.015 0.014 0.012
H -4.395304 4.329800 0.550977 -0.008 0.000 -0.001
H -6.661551 4.324314 -0.370841 0.006 -0.003 0.002
H -7.396653 2.494447 -1.864150 0.004 -0.003 0.003
H -5.841740 0.704666 -2.482676 -0.002 0.006 0.002
H -3.813060 0.934395 -3.987934 -0.006 0.009 0.034
H -2.330253 -0.003384 -4.183599 0.006 -0.003 -0.001
H -2.252730 1.708978 -3.678347 0.005 -0.005 -0.012
H -4.639907 -1.181594 -2.810483 0.016 0.022 -0.009
H -4.470813 -1.494696 -1.077554 0.007 0.000 0.016
H -3.260167 -2.108785 -2.230650 -0.025 0.015 0.011
O 0.807703 -3.905865 8.752481 0.295 0.398 -0.179
S -0.380526 -3.098360 8.573674 -0.525 -1.318 0.602
O -1.216256 -3.539205 7.470177 -0.005 0.355 -0.437
O -1.111211 -2.805122 9.784067 0.142 0.465 -0.123
C 0.279852 -1.502114 8.025844 -0.181 -0.515 0.187
N 1.095935 -0.832501 8.841067 0.220 0.424 -0.053
C 1.614484 0.286525 8.364160 -0.044 -0.134 0.062
C 1.352782 0.754337 7.072739 -0.003 0.120 -0.088
C 0.478898 -0.011725 6.328110 0.046 -0.075 0.048
N -0.060899 -1.128843 6.810480 0.045 0.277 -0.344
C 0.084025 0.237788 4.921858 0.040 -0.004 0.288
C -0.841140 -0.631734 4.344693 -0.107 0.013 -0.090
C -1.151495 -0.525805 3.014778 -0.056 -0.177 0.114
N -0.611517 0.383169 2.171541 -0.179 0.112 -0.270
C 0.218157 1.265515 2.761680 0.157 0.051 0.052
C 0.583394 1.234571 4.092931 0.036 0.010 -0.201
H 2.277059 0.834454 9.024352 0.004 0.016 0.002
H 1.817093 1.658767 6.705750 0.005 0.024 0.002
H -1.276457 -1.415140 4.951825 0.004 -0.054 0.087
H -1.820032 -1.261952 2.618410 0.007 0.066 0.083
H 0.630347 2.044198 2.147552 0.011 0.025 -0.027
H 1.292231 1.971836 4.444520 -0.017 0.004 0.015
N 2.668707 -2.028747 1.676073 -0.120 0.069 -0.044
C 1.441702 -1.502196 1.639467 0.048 -0.106 0.172
N 1.173269 -0.895051 0.499281 -0.016 0.130 -0.207
C 2.347480 -1.031323 -0.266415 0.007 -0.018 -0.107
C 2.703544 -0.563709 -1.532692 -0.010 -0.006 0.018
C 3.969899 -0.847946 -1.999924 0.015 0.000 -0.001
C 4.893992 -1.579070 -1.236979 0.003 0.003 0.002
C 4.569056 -2.035511 0.020692 0.001 0.011 -0.008
C 3.287883 -1.746277 0.477044 -0.009 -0.012 0.006
H 3.082833 -2.470807 2.481378 0.010 -0.011 0.051
H 0.771537 -1.607622 2.473305 -0.015 -0.016 0.021
H 2.036150 0.037861 -2.122518 0.002 0.023 -0.025
H 4.266478 -0.487258 -2.976485 -0.001 0.000 0.004
H 5.879711 -1.771877 -1.637341 -0.006 0.002 0.001
H 5.280382 -2.576306 0.630253 -0.013 0.002 0.004
F 5.794812 2.044370 -0.359947 -0.018 0.028 -0.015
C 5.107418 3.001109 -0.979833 0.005 -0.042 0.052
C 5.764499 3.804379 -1.887168 0.067 0.012 -0.036
F 7.053703 3.580259 -2.077433 -0.046 0.005 0.006
C 5.103963 4.807031 -2.625924 -0.005 -0.016 0.013
C 3.728936 4.943383 -2.350709 -0.003 0.042 -0.016
C 3.094273 4.143470 -1.433934 0.033 -0.029 0.014
F 1.775972 4.345700 -1.213938 -0.043 -0.019 -0.007
C 3.746079 3.142459 -0.720359 0.024 0.055 -0.063
C 3.036916 2.267936 0.204043 -0.289 -0.051 0.237
C 1.726998 1.961808 0.099055 0.658 -0.033 -0.436
N 0.623209 1.558001 0.029414 -0.639 0.220 0.118
C 3.637299 1.543099 1.279360 0.023 -0.005 0.135
N 3.977682 0.925926 2.191005 -0.014 0.012 -0.099
F 2.998888 5.862814 -2.971824 -0.007 -0.018 0.015
C 5.776149 5.614483 -3.602645 0.037 0.052 -0.004
C 5.086283 6.537660 -4.426337 -0.032 -0.033 -0.007
N 4.543290 7.269311 -5.132394 0.023 0.004 0.009
C 7.167211 5.527806 -3.847344 -0.018 -0.055 -0.013
N 8.291183 5.475533 -4.098458 -0.006 0.033 0.013



Entry 3:
10
Properties=species:S:1:pos:R:3:forces:R:3 method="wB97M-V/def2-TZVPD" homo_energy_ev="-8.96 / -7.97" max_force_ev_per_a=4.17 relative_energy_kcal_mol=122.1 multiplicity=1 homo_lumo_gap_ev="8.2 / 6.6" charge=0
C -0.946566 1.066849 -0.946390 -3.490 2.155 0.726
C -0.808771 0.759136 0.512823 -0.687 0.076 0.089
N 1.645110 -2.143050 0.687441 -1.420 -2.214 -1.066
O 2.551002 -1.451298 0.875317 2.654 2.021 0.744
O 1.494609 -2.996849 -0.148795 -0.013 -0.381 -0.012
I -0.411862 2.283165 1.848126 0.021 0.027 -0.163
I -0.607487 -1.124627 1.188338 -1.206 0.340 0.138
H -1.615212 0.444840 -1.586170 0.191 0.151 1.004
H -1.272109 2.182674 -1.082987 0.530 -2.040 0.282
H -0.028715 0.979160 -1.347703 3.419 -0.137 -1.741



Entry 4:
15
Properties=species:S:1:pos:R:3:forces:R:3 method="wB97M-V/def2-TZVPD" homo_energy_ev=-9.66 max_force_ev_per_a=2.59 relative_energy_kcal_mol=36.3 multiplicity=1 smiles="C[C@H](N)CC=O" homo_lumo_gap_ev=10.7 charge=0
C 1.190345 1.047342 -1.595983 0.690 0.593 -0.268
C 0.647781 0.083126 -0.586034 -0.407 -0.364 2.119
N -0.425869 -0.786655 -1.113490 0.653 -0.012 -0.766
C -0.003617 0.847557 0.634388 -1.338 -1.451 -1.575
C -0.941205 -0.077623 1.387091 0.982 0.078 2.396
O -0.685234 -1.214098 1.707796 -0.075 -0.230 -0.773
H 2.171135 1.424056 -1.282883 -0.183 0.013 0.253
H 1.407278 0.613211 -2.575927 -0.417 -0.140 0.031
H 0.545087 1.922626 -1.693101 -0.084 -0.151 -0.301
H 1.444136 -0.544412 -0.186040 0.316 0.012 -0.040
H -0.036293 -1.151206 -1.979178 -0.393 0.016 -0.222
H -0.519522 -1.619325 -0.532001 0.004 0.384 0.113
H 0.595615 1.315263 1.416114 0.316 0.183 -0.392
H -0.704832 1.519052 0.147738 0.186 0.846 0.178
H -1.750985 0.400573 1.984718 -0.251 0.223 -0.754